Here is a single C3H6 molecule from the Open Molecules 2025 dataset. Energies are from ωB97M-V with the def2-TZVPD basis set.

Last column: Mulliken charge in e.
Element x y z (Å)
C: -1.168841 -0.160084 0.000483  -0.9873
C: 0.109365 0.503877 -0.055962  0.1401
C: 1.210818 -0.221490 0.010695  -0.7484
H: -1.089320 -1.319233 0.055695  0.2453
H: -1.704570 -0.006342 0.931795  0.2677
H: -1.727271 0.077969 -0.811036  0.3130
H: 0.063629 1.574602 0.058402  0.2982
H: 1.348566 -1.263760 -0.155215  0.2376
H: 2.200912 0.202945 0.189065  0.2338

Cartesian forces, eV/Å:
C -0.077 -3.837 1.949
C 0.967 -0.636 1.092
C 2.038 1.323 -0.080
H 0.236 1.797 -0.535
H -0.215 0.754 0.062
H -2.282 0.720 -2.299
H 0.498 0.271 -0.038
H -0.903 -0.879 0.124
H -0.263 0.486 -0.275

Values from the calculation:
total charge	0
orbital gap	10.93	eV
highest occupied orbital energy	-9.60	eV